# 1
71
Properties=species:S:1:pos:R:3:forces:R:3 method="wB97M-V/def2-TZVPD" spin_multiplicity=1 e_homo_ev=-5.03 orbital_gap_ev=7.41 molar_mass_g_mol=873.16 e_tot_ha=-3309.59518 e_above_lowest_kcal_mol=0.00 charge=-1
Tl 0.2927 0.8152 0.4923 -0.02 0.05 0.02
C -2.5758 -2.9446 0.6718 0.01 -0.02 0.04
C -1.3298 -2.1084 0.8148 -0.03 0.01 0.02
N -1.4143 -0.8256 0.9271 0.03 -0.01 -0.08
N -2.6757 -0.2654 0.9862 -0.03 -0.03 0.00
C -2.8482 0.7924 0.2900 0.00 -0.01 0.02
S -1.7380 1.5790 -0.8013 0.00 0.03 0.00
S -4.3985 1.6322 0.4051 0.00 0.02 -0.01
C -5.2894 0.5683 1.5554 -0.01 0.00 0.00
C -5.6942 -0.8002 1.0583 0.01 0.00 0.01
C -5.8678 -1.0935 -0.2884 0.00 0.01 0.02
C -6.2575 -2.3641 -0.6887 0.00 -0.02 -0.01
C -6.4824 -3.3598 0.2509 0.00 0.01 -0.01
C -6.3113 -3.0748 1.5983 0.01 0.01 0.01
C -5.9181 -1.8055 1.9949 -0.02 -0.02 0.00
C -0.0297 -2.7884 0.8068 0.04 0.01 0.01
C -0.0074 -4.1639 0.5143 0.00 0.00 -0.01
C 1.1488 -4.9096 0.4886 0.00 -0.02 0.00
C 2.3610 -4.2764 0.7770 0.00 0.00 0.00
C 2.3871 -2.9351 1.0577 0.00 -0.01 -0.01
C 1.2129 -2.1376 1.0644 -0.01 -0.01 -0.02
O 1.3713 -0.8768 1.3295 -0.01 0.00 0.04
H -3.4635 -2.3457 0.8378 0.00 0.01 0.00
H -2.5617 -3.7731 1.3798 0.01 0.00 -0.01
H -2.6223 -3.3645 -0.3349 -0.01 0.01 -0.01
H -6.1797 1.1508 1.8081 0.00 0.00 0.00
H -4.6912 0.4667 2.4598 0.00 0.00 0.00
H -5.6683 -0.3266 -1.0261 0.00 0.00 -0.01
H -6.3751 -2.5792 -1.7435 0.00 0.00 0.00
H -6.7760 -4.3528 -0.0648 0.00 0.00 0.00
H -6.4681 -3.8458 2.3423 0.00 0.00 0.00
H -5.7621 -1.5955 3.0470 0.01 0.01 0.00
H -0.9369 -4.6670 0.2886 0.00 0.00 0.00
H 1.1136 -5.9649 0.2513 0.00 0.00 0.00
H 3.2866 -4.8415 0.7712 0.00 0.00 0.00
H 3.3150 -2.4189 1.2722 0.00 0.00 0.00
O 0.8127 3.2230 3.9866 0.02 0.00 0.01
C 0.7307 2.7617 2.8580 -0.03 0.01 -0.01
O 0.2841 1.6053 2.5454 0.01 -0.01 -0.02
C 1.1579 3.6750 1.7041 0.01 -0.01 0.01
C 1.6914 4.9485 2.0077 0.01 0.01 -0.01
C 2.0260 5.7766 0.9834 0.00 -0.01 0.01
C 1.8060 5.3671 -0.3534 -0.01 -0.01 0.00
C 2.0930 6.1917 -1.4654 0.00 0.00 -0.01
C 1.8343 5.7556 -2.7326 0.01 0.01 0.00
C 1.2798 4.4753 -2.9423 0.00 -0.02 0.01
C 1.0037 3.6527 -1.8894 0.00 0.00 -0.01
C 1.2644 4.0827 -0.5683 0.01 0.03 0.00
N 0.9761 3.2576 0.4810 0.01 -0.01 -0.01
H 1.8137 5.2086 3.0479 0.00 0.00 0.00
H 2.4508 6.7565 1.1710 0.00 0.00 0.00
H 2.5174 7.1735 -1.2910 0.00 0.00 0.00
H 2.0560 6.3890 -3.5821 0.00 0.00 0.00
H 1.0841 4.1364 -3.9514 0.00 0.00 0.00
H 0.6086 2.6599 -2.0483 0.00 0.00 0.00
O 0.9963 -1.1503 -1.9225 0.00 0.01 -0.02
C 2.0057 -0.5398 -1.6266 0.00 -0.04 0.04
N 2.0181 0.7091 -1.0628 -0.03 -0.01 0.02
S 3.5240 1.2390 -0.7160 0.01 0.02 -0.04
O 3.9147 2.3220 -1.5813 0.00 -0.01 0.00
O 3.6769 1.4436 0.6984 0.01 -0.01 0.01
C 4.3425 -0.2380 -1.2595 -0.02 0.01 0.00
C 5.6862 -0.5560 -1.2400 0.01 0.00 0.01
C 6.0516 -1.7980 -1.7431 0.00 0.00 0.00
C 5.0952 -2.6786 -2.2478 0.00 0.00 0.00
C 3.7505 -2.3369 -2.2620 0.00 0.00 0.00
C 3.3913 -1.0980 -1.7635 0.01 0.02 -0.01
H 6.4203 0.1307 -0.8404 0.00 0.00 0.00
H 7.0942 -2.0903 -1.7374 0.00 0.00 0.00
H 5.4095 -3.6439 -2.6242 0.00 0.00 0.00
H 2.9861 -3.0104 -2.6264 0.00 0.00 0.00


# 2
17
Properties=species:S:1:pos:R:3:forces:R:3 method="wB97M-V/def2-TZVPD" spin_multiplicity=1 e_homo_ev=-10.02 orbital_gap_ev=9.75 molar_mass_g_mol=111.14 smiles="CC(=O)C#N.C=CC" e_tot_ha=-363.95865 e_above_lowest_kcal_mol=41.16
C 1.9602 -0.6743 -0.4683 -0.10 0.09 0.72
C 1.2793 0.4070 -1.2477 0.91 -0.82 -1.49
O 1.6082 1.5587 -1.2983 -0.65 -0.20 0.29
C 0.3135 -0.1820 -2.2729 0.13 0.87 0.76
N -0.4023 -0.6238 -3.0517 -0.07 -0.16 -0.14
H 2.2060 -1.5327 -1.0900 -0.04 0.10 -0.26
H 2.8581 -0.2833 0.0041 -0.04 0.06 0.02
H 1.2653 -1.0378 0.2921 0.10 0.02 0.01
C -1.0240 -1.0612 1.3532 0.21 -0.09 -0.10
C -1.3494 -0.0396 0.5786 -0.47 0.07 -0.26
C -1.3235 1.3910 0.9990 0.15 0.04 -0.04
H -1.0825 -2.0817 1.0113 -0.08 -0.16 -0.13
H -0.6210 -0.9177 2.3448 -0.08 0.11 0.21
H -1.7148 -0.2125 -0.4385 0.05 -0.14 0.30
H -0.8907 1.4992 1.9914 0.00 0.08 0.05
H -2.3328 1.8022 1.0027 -0.07 0.02 0.05
H -0.7495 1.9886 0.2902 0.06 0.10 0.03


# 3
20
Properties=species:S:1:pos:R:3:forces:R:3 method="wB97M-V/def2-TZVPD" spin_multiplicity=1 e_homo_ev=-4.94 orbital_gap_ev=7.97 molar_mass_g_mol=142.20 e_tot_ha=-800.09354 e_above_lowest_kcal_mol=66.74 charge=-1
C -0.7116 -0.8032 -1.5014 0.55 -0.52 0.30
O 0.6051 -1.1386 -1.8723 -0.27 0.04 0.25
C -0.7154 0.2520 -0.4092 1.12 0.38 -0.75
C -2.0254 0.6940 0.1061 -1.15 0.97 -0.80
S -2.7150 -0.5493 1.1508 0.83 0.04 0.96
N 0.2423 1.2796 -0.6453 -0.37 0.20 0.40
H -1.2113 -0.4494 -2.4008 -0.33 0.26 -0.03
H -1.2429 -1.6665 -1.1110 -0.33 -0.23 -0.06
H -0.3916 -0.3889 0.6061 1.26 0.29 -1.07
H -2.6711 0.9483 -0.7581 0.07 -0.69 0.07
H -1.8923 1.6928 0.5038 0.11 0.05 0.86
H -0.7121 -0.5209 1.4251 -2.33 -0.68 0.50
H 0.5958 1.1576 -1.5748 0.51 -0.17 -0.39
H 1.0371 1.1427 -0.0207 0.00 0.19 0.04
H 2.2485 0.2188 1.6108 -0.08 0.09 0.05
H 1.3373 0.6156 2.7818 -0.11 0.01 0.18
O 2.1211 0.9338 2.3314 0.12 -0.20 -0.35
H 1.1164 -1.1273 -1.0124 0.78 -0.10 0.02
H 2.8771 -1.4279 0.3731 0.20 -0.16 0.00
O 2.1080 -0.8631 0.4170 -0.58 0.25 -0.19


# 4
78
Properties=species:S:1:pos:R:3:forces:R:3 method="wB97M-V/def2-TZVPD" spin_multiplicity=2 e_homo_ev="-14.00 / -14.15" orbital_gap_ev="6.09 / 5.66" molar_mass_g_mol=944.86 e_tot_ha=-5516.46125 e_above_lowest_kcal_mol=35.95 charge=+2
Ir 0.5049 -0.5740 0.8342 -0.30 -0.14 -1.94
C -2.8116 -0.8215 1.4667 -0.08 -0.12 0.04
C -1.5283 -0.8949 2.2357 0.58 -0.23 -0.22
C -1.1226 -2.1298 2.8178 -0.24 0.06 0.36
C -0.2951 -2.1619 3.9142 -0.06 -0.05 0.04
C 0.1751 -0.9677 4.4824 -0.01 -0.07 0.08
C -0.1156 0.2323 3.8862 -0.21 0.20 0.09
C -0.9366 0.2807 2.7390 0.35 0.02 0.28
H -3.0029 -1.7303 0.8987 0.02 0.01 -0.07
H -2.8593 0.0406 0.8116 -0.01 0.06 -0.07
H -3.6200 -0.7172 2.1952 0.00 -0.04 -0.01
H -1.5679 -3.0469 2.4553 0.04 0.03 -0.05
H -0.0424 -3.1137 4.3650 0.00 0.04 -0.01
H 0.7688 -0.9949 5.3882 0.00 -0.01 -0.05
H 0.2511 1.1592 4.3084 -0.01 -0.01 -0.02
H -1.2910 1.2478 2.4010 0.06 -0.06 -0.10
O 0.2666 -0.7756 -1.6963 0.31 -0.15 -0.03
S 1.7382 -0.5497 -1.8297 -0.81 -0.31 -0.36
O 2.3910 -1.5412 -2.6209 0.40 0.19 0.17
O 2.2207 -0.3567 -0.4176 -0.33 -0.57 0.10
C 1.7889 1.0489 -2.4953 0.15 0.22 0.17
C 2.6752 1.4434 -3.4715 -0.03 -0.06 -0.05
C 2.6695 2.7791 -3.8598 0.00 0.08 -0.03
C 1.8076 3.6755 -3.2514 -0.02 0.00 0.02
C 0.9303 3.2638 -2.2477 0.07 0.05 -0.06
C 0.9056 1.9332 -1.8586 0.18 -0.11 0.07
P -0.3112 1.3352 -0.6347 0.07 0.40 0.51
C -0.7303 2.7752 0.3495 -0.09 0.13 -0.04
C -2.0628 2.9994 0.7178 0.03 0.05 0.05
C -2.3927 4.1015 1.4906 -0.02 -0.09 0.01
C -1.3990 4.9747 1.9116 0.03 0.06 0.01
C -0.0739 4.7575 1.5532 0.04 -0.03 0.02
C 0.2640 3.6607 0.7780 -0.12 0.08 0.00
C -1.8080 0.9434 -1.5758 -0.07 -0.04 -0.03
C -2.3632 -0.3284 -1.6733 -0.15 0.03 -0.09
C -3.5028 -0.5329 -2.4339 0.00 0.05 0.03
C -4.0843 0.5296 -3.1146 -0.01 -0.03 0.00
C -3.5176 1.7934 -3.0447 0.02 0.03 -0.02
C -2.3804 2.0037 -2.2795 -0.06 0.01 0.05
H 3.3494 0.7246 -3.9207 -0.02 0.02 0.03
H 3.3467 3.1164 -4.6329 -0.01 0.00 0.02
H 1.8146 4.7154 -3.5504 -0.01 -0.02 0.00
H 0.2816 3.9901 -1.7778 -0.01 0.00 -0.05
H -2.8449 2.3283 0.3863 -0.01 0.03 0.00
H -3.4254 4.2809 1.7601 0.02 -0.01 -0.01
H -1.6598 5.8348 2.5144 0.01 -0.01 -0.01
H 0.6979 5.4433 1.8796 -0.04 -0.02 -0.03
H 1.2949 3.5050 0.4951 0.03 0.01 0.01
H -1.8974 -1.1632 -1.1733 -0.06 -0.03 0.09
H -3.9408 -1.5214 -2.5002 0.00 0.02 0.01
H -4.9768 0.3702 -3.7049 0.01 0.00 -0.01
H -3.9588 2.6199 -3.5861 0.02 -0.02 0.01
H -1.9470 2.9957 -2.2337 -0.04 -0.02 0.01
C 1.8164 -4.8150 -1.9368 0.09 0.07 -0.13
As 0.2031 -3.8565 -1.5959 0.16 -0.24 0.10
C -0.4455 -3.1305 -3.2435 0.02 0.22 0.13
C -1.1286 -5.1551 -1.1476 -0.10 -0.04 0.05
S 0.4735 -2.9573 0.3938 -0.28 0.32 0.33
H 1.6161 -5.5560 -2.7099 0.02 -0.02 -0.01
H 2.1249 -5.3007 -1.0160 0.03 -0.04 0.04
H 2.5763 -4.1139 -2.2706 0.06 0.01 0.00
H -0.6509 -4.0209 -3.8368 -0.03 -0.01 -0.07
H 0.3118 -2.5163 -3.7120 0.04 0.06 -0.05
H -1.3555 -2.5664 -3.0665 -0.02 0.04 -0.07
H -1.2914 -5.7952 -2.0143 0.02 -0.03 0.01
H -2.0495 -4.6316 -0.8997 -0.04 -0.03 0.02
H -0.8034 -5.7507 -0.2993 0.01 -0.02 0.03
F 2.3794 -2.7957 2.2971 0.02 -0.07 0.08
C 2.7404 -1.5410 2.5669 0.11 0.11 0.19
C 2.0129 -0.4450 2.1333 -0.10 -0.20 0.19
C 2.4566 0.8005 2.5081 0.23 0.05 0.17
F 1.7661 1.8880 2.1367 -0.10 0.08 -0.10
C 3.5771 0.9837 3.2919 -0.01 0.23 0.00
F 3.9594 2.2063 3.6329 -0.01 0.01 0.00
C 4.2874 -0.1182 3.7210 0.27 0.02 0.20
F 5.3568 0.0346 4.4803 -0.01 -0.01 -0.03
C 3.8646 -1.3812 3.3598 0.02 -0.16 0.00
F 4.5297 -2.4472 3.7766 0.00 0.00 0.00